{
  "formula": "C43H105AgAsF12O32P4S5",
  "method": "ωB97M-V/def2-TZVPD",
  "species": ["Ag", "As", "F", "F", "F", "F", "F", "F", "P", "F", "F", "F", "F", "F", "F", "C", "C", "O", "P", "O", "O", "C", "C", "O", "C", "C", "H", "H", "H", "H", "H", "H", "H", "H", "H", "H", "H", "H", "H", "H", "H", "C", "C", "O", "P", "O", "O", "C", "C", "O", "C", "C", "H", "H", "H", "H", "H", "H", "H", "H", "H", "H", "H", "H", "H", "H", "H", "C", "C", "O", "P", "O", "O", "C", "C", "O", "C", "C", "H", "H", "H", "H", "H", "H", "H", "H", "H", "H", "H", "H", "H", "H", "H", "C", "O", "C", "O", "O", "C", "H", "H", "H", "H", "H", "H", "C", "O", "C", "O", "O", "C", "H", "H", "H", "H", "H", "H", "C", "O", "C", "O", "O", "C", "H", "H", "H", "H", "H", "H", "C", "O", "C", "O", "O", "C", "H", "H", "H", "H", "H", "H", "C", "O", "C", "O", "O", "C", "H", "H", "H", "H", "H", "H", "C", "S", "O", "C", "H", "H", "H", "H", "H", "H", "C", "S", "O", "C", "H", "H", "H", "H", "H", "H", "C", "S", "O", "C", "H", "H", "H", "H", "H", "H", "C", "S", "O", "C", "H", "H", "H", "H", "H", "H", "C", "S", "O", "C", "H", "H", "H", "H", "H", "H"],
  "coordinates": [[-1.494109, 2.287277, -3.452080], [-5.894286, 2.362690, -4.791596], [-5.996831, 4.105534, -5.147554], [-6.899220, 2.667881, -3.359869], [-5.868670, 0.663663, -4.189704], [-4.943064, 1.898748, -6.195835], [-4.347813, 2.726055, -3.851178], [-7.265284, 2.058318, -5.760189], [0.363764, 0.012746, -0.467277], [1.577878, -0.944962, -0.022774], [0.753013, 1.070857, 0.700410], [1.361967, 0.795276, -1.530315], [-0.813874, 0.942104, -0.977610], [-0.093724, -1.161699, -1.490190], [-0.590415, -0.624289, 0.665871], [6.727807, 1.133932, 9.194412], [5.407059, 1.590084, 8.725401], [5.531749, 2.551598, 7.659980], [5.478967, 2.066930, 6.189941], [6.609644, 1.298992, 5.649167], [4.017687, 1.462955, 6.060429], [3.666226, 0.815655, 4.800614], [3.447765, 1.837596, 3.664277], [5.372467, 3.517539, 5.481216], [6.403125, 3.867633, 4.455589], [7.652819, 4.405678, 4.981727], [7.363361, 1.948426, 9.531030], [6.595358, 0.406586, 9.966637], [7.242181, 0.659979, 8.341843], [4.861215, 0.715913, 8.390364], [4.827930, 2.070029, 9.496022], [4.532245, 0.193913, 4.580130], [2.823885, 0.184170, 5.025927], [3.118554, 2.768100, 4.113225], [4.437856, 1.995218, 3.259780], [2.784714, 1.438508, 2.896939], [6.513061, 2.949651, 3.888572], [5.988292, 4.670801, 3.802469], [8.158711, 4.848681, 4.102034], [7.359980, 5.120816, 5.760005], [8.229142, 3.662005, 5.482628], [-6.828104, -1.045656, -2.390463], [-7.370456, -1.787355, -1.198679], [-6.933512, -3.143066, -1.172103], [-5.673800, -3.648085, -0.350819], [-4.432347, -3.132866, -0.872502], [-6.119188, -3.242011, 1.112191], [-5.082358, -3.262958, 2.189437], [-5.688410, -2.526621, 3.372859], [-5.717471, -5.219094, -0.461840], [-6.942108, -5.924111, 0.026687], [-7.801301, -6.243243, -1.151434], [-7.294608, -0.060007, -2.402475], [-5.754357, -0.904898, -2.260579], [-7.016910, -1.587934, -3.331130], [-7.117920, -1.350218, -0.235084], [-8.460926, -1.909003, -1.215223], [-4.826246, -4.277657, 2.388714], [-4.188894, -2.811977, 1.815147], [-4.886852, -2.380252, 4.111492], [-6.002208, -1.527869, 3.061394], [-6.516242, -3.031102, 3.871752], [-6.622204, -6.768233, 0.667827], [-7.430755, -5.172708, 0.621298], [-8.624215, -6.782874, -0.722476], [-8.115619, -5.334066, -1.637603], [-7.158037, -6.731327, -1.894285], [-2.031359, 3.817546, 1.592637], [-2.722717, 4.947630, 0.850860], [-1.786326, 5.642384, -0.045111], [-1.885953, 5.188019, -1.558310], [-2.037313, 3.760374, -1.863175], [-3.067729, 6.083615, -2.136473], [-3.870587, 5.630355, -3.265934], [-4.313330, 6.777433, -4.018187], [-0.499304, 5.760200, -2.061290], [0.681387, 5.088507, -1.447815], [1.865152, 5.746392, -1.959694], [-1.651518, 3.141754, 0.832541], [-1.226701, 4.191208, 2.266255], [-2.793738, 3.311142, 2.214151], [-3.497556, 4.468314, 0.215931], [-3.225965, 5.728954, 1.435645], [-3.311385, 5.020491, -3.963696], [-4.731274, 5.089454, -2.891528], [-4.764773, 7.579064, -3.417202], [-3.452457, 7.292000, -4.479926], [-5.022190, 6.522175, -4.796449], [0.559515, 5.226051, -0.423613], [0.567898, 4.012204, -1.640239], [1.890749, 5.872082, -3.043550], [1.960761, 6.757113, -1.468262], [2.721683, 5.064536, -1.729134], [-1.352058, -3.976471, -0.068381], [-1.879036, -4.219326, 1.293880], [-2.331453, -5.367781, 1.735216], [-2.676103, -5.536990, 2.882008], [-2.399947, -6.257463, 0.780012], [-3.079038, -7.458324, 1.099244], [-2.194128, -4.019683, -0.765580], [-0.595025, -4.696000, -0.267583], [-1.010765, -2.991756, -0.054465], [-3.459143, -7.420638, 2.118475], [-2.435070, -8.354577, 0.994757], [-3.883975, -7.636210, 0.373502], [-0.477695, 0.295497, 3.632953], [-1.040971, 0.960193, 4.777915], [-0.785286, 0.307950, 5.928966], [-0.202009, -0.733196, 6.043923], [-1.403681, 0.935742, 6.957649], [-1.066841, 0.383401, 8.201680], [-0.306998, 1.031619, 2.839044], [-1.188870, -0.438828, 3.279762], [0.439297, -0.192486, 3.902640], [0.012004, 0.143120, 8.183196], [-1.608359, -0.546008, 8.347254], [-1.376429, 1.098073, 8.952276], [1.405638, -4.214836, -2.119990], [2.726730, -3.865097, -2.594688], [3.196087, -4.842321, -3.327471], [2.626545, -5.907485, -3.451048], [4.401519, -4.591065, -3.802847], [4.981626, -5.592849, -4.509741], [1.509166, -5.014772, -1.368124], [0.735252, -4.486974, -2.974811], [1.004682, -3.327821, -1.680245], [4.591874, -5.696763, -5.528972], [4.597532, -6.533684, -4.045349], [6.056122, -5.480354, -4.406954], [8.362063, -1.251437, -1.540573], [7.508602, -2.383137, -1.361146], [6.429615, -2.095606, -0.617204], [6.252652, -1.043069, -0.048183], [5.669213, -3.184102, -0.685603], [4.460318, -3.142928, 0.163035], [7.804363, -0.446770, -2.025114], [9.204483, -1.656266, -2.068785], [8.667722, -0.880713, -0.578319], [3.552229, -3.298247, -0.396485], [4.472330, -2.203997, 0.689861], [4.567111, -3.922534, 0.930440], [-1.007600, 3.651751, -6.576811], [0.395449, 3.761899, -6.786100], [1.079817, 3.386910, -5.663413], [0.595712, 2.874650, -4.691030], [2.383011, 3.662200, -5.828718], [3.207978, 3.220447, -4.755376], [-1.404707, 4.362946, -5.844792], [-1.274778, 2.614706, -6.295366], [-1.435374, 4.003796, -7.529862], [3.405319, 2.161686, -4.826701], [2.667296, 3.410888, -3.830627], [4.072390, 3.860687, -4.721536], [1.061095, -5.484706, 3.717722], [1.932452, -4.480209, 2.390431], [1.504859, -4.922404, 1.048121], [1.165692, -2.940043, 2.795372], [-0.011296, -5.193320, 3.798057], [1.442565, -5.336319, 4.717552], [1.117316, -6.547378, 3.417778], [1.413194, -2.558742, 3.795201], [0.082304, -3.091594, 2.803498], [1.429105, -2.205871, 2.050210], [-3.236692, -1.151462, -5.692491], [-1.972418, -0.800285, -4.454191], [-1.335623, 0.517749, -4.827888], [-3.130393, -0.542580, -3.096482], [-3.743398, -2.071192, -5.393500], [-2.743148, -1.137983, -6.682459], [-3.868048, -0.287913, -5.762123], [-3.961389, 0.019818, -3.518937], [-2.564553, -0.056290, -2.326870], [-3.523404, -1.511626, -2.681590], [6.283109, 2.706866, 0.387028], [4.949750, 3.580426, -0.532506], [5.035857, 3.256403, -1.968227], [3.515835, 2.681607, 0.168403], [6.362116, 3.061205, 1.447776], [7.193417, 3.105803, -0.118768], [6.334605, 1.616483, 0.423582], [2.599075, 3.294774, -0.171999], [3.453260, 2.702745, 1.251375], [3.442363, 1.650704, -0.224115], [1.746261, -0.467572, -4.124837], [3.508045, -0.949547, -4.227386], [4.152220, 0.056969, -5.106911], [3.984076, -0.532939, -2.532418], [1.332222, -0.863792, -3.221766], [1.326063, -0.935836, -5.028863], [1.687868, 0.605181, -4.191916], [3.539657, -1.114935, -1.769732], [3.685942, 0.524411, -2.400246], [5.085468, -0.643219, -2.513266], [-4.757369, 1.861152, -0.882632], [-4.993784, 0.999180, 0.718322], [-4.898976, 2.083498, 1.806823], [-3.528856, -0.050223, 0.747985], [-3.798837, 2.418292, -1.011280], [-5.543584, 2.650005, -0.959127], [-4.966052, 1.202465, -1.730154], [-3.665701, -0.902342, 0.107800], [-3.459685, -0.389156, 1.794350], [-2.580030, 0.398664, 0.524566]],
  "forces_ev_per_a": [[-0.04, 0.08, 0.09], [0.51, 0.31, 1.48], [0.47, -1.30, -0.07], [0.74, 0.03, -0.70], [0.47, 1.28, -0.91], [0.11, 0.51, 0.87], [-1.53, -0.66, -1.00], [-0.51, -0.05, 0.04], [1.03, 0.10, 0.63], [0.47, -0.04, 0.13], [0.64, 0.72, -0.36], [-0.66, -0.83, 0.59], [-0.90, 0.56, -0.33], [0.06, 0.51, -0.49], [-0.56, -0.89, 0.03], [1.30, 0.00, -0.85], [-0.54, 0.05, -0.20], [-0.13, -0.20, 1.19], [0.06, 1.83, -1.90], [-0.40, -0.52, 0.30], [0.15, -0.02, -0.02], [0.68, 0.24, -0.12], [0.44, -0.86, 1.11], [0.95, 0.03, -0.54], [-2.46, -0.56, -0.62], [0.23, 0.74, 0.59], [-0.03, 0.10, 0.20], [0.05, -0.46, 0.62], [-0.05, 0.04, 0.37], [-0.41, -0.05, -0.23], [-0.22, 0.26, 0.27], [-0.19, -0.33, -0.30], [-0.43, -0.03, 0.07], [-0.40, 0.14, -0.24], [0.13, 0.31, -0.50], [-0.07, 0.14, 0.10], [0.34, 0.06, -0.34], [-0.44, -0.81, 0.55], [0.18, -0.01, 0.85], [0.44, 0.42, -0.40], [0.73, -0.62, 0.10], [-0.07, -0.10, 0.44], [-0.77, -0.27, 0.26], [0.34, -1.56, 0.08], [-1.72, 0.24, -0.54], [1.88, 0.70, -0.08], [1.06, -0.13, 0.66], [-1.70, 0.44, -0.27], [0.90, 0.25, 0.05], [-0.69, -0.86, 0.53], [1.27, 1.36, -0.06], [1.19, -0.06, -0.12], [0.05, -0.03, -0.28], [-0.09, -0.05, -0.15], [0.01, 0.32, 0.39], [0.11, 0.43, -0.04], [0.12, 0.45, -0.17], [-0.06, -0.89, 0.35], [0.48, 0.63, -0.26], [-0.22, -0.08, -0.06], [-0.08, -0.09, -0.02], [0.04, -0.15, -0.29], [-0.08, 0.39, -0.61], [-0.44, -0.08, 0.73], [-0.61, -0.67, -0.58], [-0.36, 0.37, 0.11], [-0.63, -0.63, 0.18], [-0.21, 0.85, 0.86], [-0.65, -0.34, -0.53], [-0.66, -0.86, 0.07], [0.33, 1.93, -0.08], [-0.29, -0.92, 0.17], [0.97, -0.59, 0.06], [-0.02, -0.97, 0.56], [-0.04, 3.17, -0.97], [-0.19, -0.15, -0.20], [-2.33, -0.76, -1.51], [2.20, 0.74, 0.04], [0.25, -0.29, 0.15], [-0.38, -0.28, -0.58], [0.37, 0.05, -0.39], [0.17, 0.38, 0.39], [0.41, -0.34, 0.08], [0.30, -0.60, 0.39], [0.16, -0.41, 0.23], [-0.15, -0.43, 0.17], [-0.21, -0.29, -0.09], [-0.05, -0.29, -0.11], [0.03, 0.21, 1.94], [0.36, 0.20, -0.29], [-0.28, -0.04, 0.06], [0.25, -1.06, -0.58], [-0.29, 0.91, 0.01], [-2.11, -1.47, 0.52], [0.64, 1.14, 0.07], [0.06, 0.91, 0.23], [0.06, 0.13, 0.16], [-0.11, -1.29, -1.10], [-0.26, -1.42, -0.22], [0.17, -0.22, 0.09], [0.60, -0.41, -0.20], [0.79, 1.47, 0.26], [-0.05, 0.02, -0.14], [0.14, 0.76, 0.14], [0.07, 0.49, 0.20], [-0.35, 0.48, -0.59], [0.55, -0.27, 1.06], [-1.57, 0.52, -0.35], [0.63, -0.22, -0.04], [0.35, 0.47, -1.58], [0.58, -0.67, 0.30], [-0.14, -0.10, 0.41], [-0.10, -0.24, -0.13], [0.44, -0.17, 0.04], [-0.50, 0.27, 0.56], [-0.07, -0.21, 0.11], [0.23, 0.14, 0.14], [-0.53, -0.33, -0.22], [-0.47, 0.64, -0.15], [-0.07, -1.73, 0.32], [0.16, 0.14, -0.54], [-0.82, 2.94, 0.94], [-0.12, -3.20, -0.31], [-0.29, 0.33, -0.49], [0.74, -0.03, 0.78], [-0.02, 0.61, 0.44], [0.45, 0.58, -0.13], [0.97, 0.23, -0.31], [-0.01, -0.08, -0.38], [-0.43, -0.13, 0.26], [-0.16, 0.43, 0.13], [0.38, -0.45, -0.54], [-0.26, -0.55, -0.02], [-1.46, 0.35, 0.98], [1.19, -0.36, 0.61], [0.35, -0.13, -0.34], [0.30, 0.27, -0.51], [0.28, 0.16, 0.44], [0.06, 0.03, -0.44], [-0.30, 0.45, -0.01], [0.01, 0.01, -0.45], [-0.96, 0.05, -0.87], [0.87, -0.16, 1.83], [1.02, 0.58, -1.65], [-0.28, 0.01, 0.40], [-1.45, -0.05, -0.62], [-0.45, 0.34, 1.16], [0.43, -0.15, 0.30], [-0.09, 0.60, -0.38], [0.00, -0.69, 0.29], [0.43, -0.18, -0.21], [0.07, -0.14, 0.21], [0.47, -0.12, -0.35], [-1.16, 0.05, -1.02], [1.01, -0.72, 1.89], [-0.69, -0.11, -0.24], [-1.17, 0.38, 0.44], [0.56, -0.19, -0.48], [0.72, 0.14, 0.04], [0.14, 0.57, 0.15], [0.36, -0.40, -0.18], [-0.01, 0.11, -0.28], [0.13, 0.20, -0.34], [0.99, 0.57, -0.57], [-0.07, -1.29, 0.11], [-0.39, 0.39, 0.13], [-0.42, -0.96, -0.42], [0.03, 0.13, -0.34], [-0.05, -0.77, 0.54], [-0.81, 0.36, 0.40], [0.06, 0.32, 0.38], [0.16, 0.45, 0.50], [0.58, 0.64, -0.53], [1.09, 0.85, 0.29], [-0.23, -0.50, 1.75], [0.03, -0.35, -0.42], [-1.45, 0.92, -1.14], [-0.48, 0.00, -0.88], [-0.49, -0.44, 0.30], [-0.50, 0.01, -0.51], [1.33, -1.15, 0.26], [0.50, 0.04, 0.06], [0.12, 0.55, 0.15], [1.05, -0.85, -1.13], [-0.80, -0.61, 0.63], [0.35, 0.45, -0.28], [0.90, 1.49, -1.04], [-0.39, -0.20, 0.33], [-0.17, 0.28, 0.41], [-0.10, 0.37, 0.14], [-0.64, -0.87, 0.54], [0.41, -0.42, 0.05], [-0.59, 0.19, 0.03], [-0.29, 1.02, -0.08], [0.02, 1.68, 0.25], [0.23, -1.43, -1.29], [-0.02, 0.21, 1.11], [-0.39, -0.85, 0.34], [0.33, -0.68, 0.37], [0.27, -0.14, 0.23], [-0.33, -0.47, -0.39], [-0.17, -0.04, -0.30], [0.15, 0.69, -0.25]],
  "mulliken_charge": [1.4039, 2.0751, -0.5165, -0.4837, -0.4996, -0.4843, -0.4814, -0.4668, 2.3339, -0.3210, -0.3999, -0.2991, -1.2989, -0.5298, -0.4638, -1.1269, -0.2422, -0.3502, 0.9709, -0.7555, -0.3652, -0.5573, -0.2818, -0.3732, 0.0763, -1.3669, 0.2780, 0.3952, 0.2745, 0.2552, 0.3786, 0.4335, 0.2466, 0.3531, 0.1800, -0.0071, 0.1766, 0.4096, 0.3949, 0.2987, 0.2952, -0.2321, -0.5230, -0.3990, 0.7039, -0.2195, -0.2961, 0.9518, -1.5114, -0.4177, -0.2850, -1.1942, 0.3604, -0.4608, 0.3490, 0.2652, 0.3222, 0.2501, -0.3720, 0.3941, 0.3185, 0.3648, 0.4292, 0.2939, 0.4216, 0.2118, 0.3119, -0.3184, -0.4073, -0.3958, -0.7840, 1.8305, -0.4246, 0.8503, -1.5913, -0.4546, 0.1066, -0.8802, -0.3274, 0.3780, 0.4371, 0.0564, 0.4592, -0.1521, 0.0733, 0.3457, 0.3361, 0.3656, 0.6339, -0.0242, 0.2785, 0.3605, -0.0765, -0.6227, -0.1643, 0.6742, -0.6938, -0.3098, -0.8028, 0.5262, 0.5920, -0.2229, 0.4124, 0.2550, 0.1509, 0.3399, -0.2915, 0.6884, -0.5193, -0.3521, -0.6176, -0.0948, 0.1799, -0.1608, 0.2768, 0.2610, 0.2322, -0.7124, 0.3700, 0.4514, -0.6151, -0.2442, -0.8328, 0.3590, 0.6636, -0.0912, 0.2941, 0.3411, 0.2155, -0.6811, -0.3817, 0.8885, -0.5597, -0.3009, -0.5021, 0.2963, 0.2058, 0.3041, -0.1097, 0.4211, 0.3248, -0.3582, -0.4447, 0.3122, 0.1667, -0.4900, -0.2490, 0.1804, 0.0780, 0.3127, 0.2365, -0.0067, 0.3403, -0.9764, 0.3843, -0.4756, -0.3983, 0.1757, 0.3784, 0.3566, 0.5992, 0.0493, -0.1551, -1.0051, 0.4464, -0.8244, 1.2130, 0.4158, 0.4280, 0.1267, -0.5897, -1.1399, 0.3876, -0.3779, 0.3117, -0.5541, 0.8751, 0.0201, 0.4033, 0.0907, -0.3919, -0.3041, -0.2120, 0.6220, 0.3988, -0.7528, 0.8452, -0.7112, 0.5764, -0.5314, -0.2497, -0.5307, 0.0869, 0.8609, 0.2676, -0.6854, 0.7987, -0.8600, 0.6171, -0.6100, -0.3747, 0.2509, -0.4666],
  "energy_ev": -300611.3392,
  "homo_energy_ha": -0.237,
  "gap_ev": 8.2307,
  "charge": -1
}